Record 1
The following is a DFT calculation (ωB97M-V/def2-TZVPD) of the molecule C5H9N3O2.

Calculated values
Charge: 0
Energy relative to the best compared isomer or geometry (same formula, charge and spin), kJ/mol: 717.6
Lowest unoccupied orbital energy (spin up / spin down), eV: -0.51 / -1.56
Kohn-Sham gap (spin up / spin down), eV: 8.38 / 6.80

The geometry in XYZ format:
```
19
Properties=species:S:1:pos:R:3:forces:R:3:lowdin_charge:R:1
C -0.76065 -1.19801 -0.30428 0.235 -0.375 0.641 -0.144
C -0.26420 1.16422 -0.72454 0.517 0.482 0.589 -0.134
C 0.29161 -1.11744 0.94717 -0.865 -1.088 -0.337 -0.112
C 0.88261 1.09541 0.47553 -0.510 1.628 -0.596 -0.099
C -0.49553 -0.14753 -1.26815 0.522 -0.270 -0.360 -0.098
N 1.33692 -0.21029 0.70593 1.684 0.142 -0.344 -0.160
N 2.37336 -0.76564 0.06017 -2.202 -2.099 0.056 0.150
N 3.49081 -0.08712 -0.12387 0.890 1.452 0.176 -0.473
O 4.33518 -0.65948 -0.78639 0.051 -0.155 -0.210 0.051
O 3.64772 1.01957 0.39115 0.184 0.274 0.139 0.009
H -0.69553 -2.18667 -0.75034 -0.085 -0.037 0.049 0.105
H -1.73206 -1.07547 0.17505 -0.158 -0.051 -0.042 0.111
H -1.13130 1.55596 -0.19520 -0.176 0.055 -0.052 0.110
H 0.06337 1.88400 -1.47013 -0.016 0.047 0.047 0.106
H -0.26757 -0.79665 1.82380 0.121 0.052 0.027 0.124
H 0.70532 -2.11292 1.09187 -0.014 0.122 0.131 0.123
H 1.70002 1.75933 0.20369 -0.180 -0.174 0.188 0.106
H 0.38763 1.45198 1.37514 0.075 0.039 0.082 0.124
H -0.02195 -0.40869 -2.20184 -0.074 -0.045 -0.184 0.102
```
Positions in Å, forces in eV/Å.


Record 2
The following is a DFT calculation (ωB97M-V/def2-TZVPD) of a cluster of 2 separate species, C5H9N4 in total.

Calculated values
Charge: +1
Energy relative to the best compared isomer or geometry (same formula, charge and spin), kJ/mol: 534.7
Lowest unoccupied orbital energy, eV: -5.05
Kohn-Sham gap, eV: 8.56

The geometry in XYZ format:
```
18
Properties=species:S:1:pos:R:3:forces:R:3:lowdin_charge:R:1
C 2.41347 -1.45404 -0.26141 -0.127 3.331 1.980 -0.005
C 1.24961 -0.70126 -0.52702 -0.375 -2.857 -1.588 0.012
C -2.22671 -1.06970 0.04005 -2.269 2.604 -1.833 -0.073
C -2.99095 -0.03211 0.52571 1.550 -3.030 -1.488 -0.040
C 0.82031 1.77376 -0.26464 0.285 2.500 0.208 -0.002
N 3.20851 -0.65682 0.49789 -0.439 0.592 -0.492 0.142
N 2.61576 0.50943 0.58622 0.306 -1.915 -0.957 0.074
N 1.44979 0.52790 -0.06914 -1.133 -0.677 0.518 -0.076
N -0.47093 1.84383 -0.25264 3.548 -2.571 0.155 0.208
H 2.80702 -2.40408 -0.43224 -0.203 -1.489 -0.573 0.110
H 0.35772 -1.13115 -1.06763 1.005 1.327 0.683 0.154
H -2.29840 -1.42344 -1.02392 -0.272 0.222 1.203 0.078
H -1.42431 -1.45028 0.58629 1.003 -0.720 1.110 0.016
H -2.76485 0.23044 1.51895 -0.169 0.696 1.156 0.043
H -3.82642 0.39579 -0.00358 0.006 0.106 -0.074 0.063
H -1.05255 1.07754 -0.20185 -1.798 -2.546 0.440 0.028
H -0.94119 2.61787 -0.51913 -1.196 3.586 -0.808 0.085
H 3.07413 1.34633 0.86809 0.277 0.840 0.359 0.182
```
Positions in Å, forces in eV/Å.


Record 3
The following is a DFT calculation (ωB97M-V/def2-TZVPD) of the ion C5H9N4 with charge +1.

Calculated values
Charge: +1
Energy relative to the best compared isomer or geometry (same formula, charge and spin), kJ/mol: 268.5
Lowest unoccupied orbital energy (spin up / spin down), eV: -3.79 / -3.79
Kohn-Sham gap (spin up / spin down), eV: 8.63 / 8.63
SMILES: N#CC/[NH+]=C\N/C=C/N

The geometry in XYZ format:
```
18
Properties=species:S:1:pos:R:3:forces:R:3:lowdin_charge:R:1
N 2.00209 -0.35523 -1.79948 -0.123 -0.923 -1.316 0.224
C 2.07648 0.18006 -0.80280 0.337 0.209 0.526 -0.222
C 2.15302 1.01026 0.35731 -2.552 -0.379 2.821 -0.117
N 1.11078 2.06665 0.30173 -0.490 -2.614 -0.740 0.067
C -0.18055 1.87252 0.02288 -0.214 1.041 1.003 -0.054
N -0.88779 0.75750 -0.07190 -0.289 2.643 -0.681 0.098
C -0.66634 -0.60203 -0.05379 0.356 0.995 0.172 -0.163
C -1.43350 -1.48935 -0.62011 -2.039 0.664 -1.413 -0.156
N -1.28176 -2.82044 -0.36497 -0.399 0.385 0.390 0.106
H 2.06614 0.49379 1.40266 0.360 0.425 -2.096 0.181
H 3.01210 1.57659 0.33619 2.375 0.766 0.042 0.106
H 1.43610 2.90296 0.69913 -0.172 1.507 0.158 0.140
H -0.74158 2.84500 -0.00052 0.274 -1.315 -0.098 0.184
H -1.84915 0.98337 -0.22661 -0.609 0.188 -0.248 0.157
H 0.16887 -0.88743 0.44556 2.197 -0.926 1.577 0.084
H -2.27489 -1.09709 -1.35197 1.544 -1.404 1.622 0.185
H -0.45396 -3.21777 0.04658 0.345 0.741 0.630 0.115
H -1.37249 -3.26955 -1.20589 -0.902 -2.002 -2.351 0.066
```
Positions in Å, forces in eV/Å.


Record 4
The following is a DFT calculation (ωB97M-V/def2-TZVPD) of a cluster of 2 separate species, C5H9N4 in total.

Calculated values
Charge: +1
Energy relative to the best compared isomer or geometry (same formula, charge and spin), kJ/mol: 423.4
Lowest unoccupied orbital energy (spin up / spin down), eV: -3.96 / -4.48
Kohn-Sham gap (spin up / spin down), eV: 8.41 / 7.37

The geometry in XYZ format:
```
18
Properties=species:S:1:pos:R:3:forces:R:3:lowdin_charge:R:1
C -2.43068 0.89792 -0.10402 0.132 -0.086 0.030 0.006
C -2.03305 -0.41910 -0.09857 -0.552 0.362 -0.056 -0.001
C -1.43705 1.87247 0.02528 -0.395 -0.381 -0.085 -0.076
C 0.16413 0.26609 0.12765 2.546 -0.509 0.505 -0.093
C -0.27785 -2.09647 0.04247 0.233 -0.947 0.045 -0.004
N -0.16799 1.52599 0.13228 0.219 0.585 -0.057 0.080
N -0.72829 -0.72322 0.02235 -0.619 0.650 -0.077 -0.107
N 3.23039 0.83314 -0.30882 -0.116 0.109 0.138 0.043
N 2.65857 -0.14807 0.26369 -1.090 -0.136 -0.574 0.087
H -3.46863 1.16627 -0.20331 -0.115 -0.061 0.006 0.120
H -2.73394 -1.23826 -0.18526 0.023 -0.054 -0.017 0.149
H -1.66271 2.92936 0.04421 -0.112 0.070 -0.022 0.125
H 0.81004 -2.09850 0.06445 -0.136 0.045 -0.030 0.081
H -0.66217 -2.60739 0.92589 0.011 0.085 -0.015 0.110
H -0.62885 -2.62378 -0.84425 0.020 0.085 0.001 0.108
H 3.31986 0.77801 -1.32068 0.097 -0.050 0.282 0.141
H 3.47221 1.71513 0.14022 -0.205 -0.154 0.039 0.144
H 2.57600 -0.02959 1.27643 0.059 0.387 -0.115 0.089
```
Positions in Å, forces in eV/Å.


Record 5
The following is a DFT calculation (ωB97M-V/def2-TZVPD) of the ion C5H9N4O with charge -1.

Calculated values
Charge: -1
Energy relative to the best compared isomer or geometry (same formula, charge and spin), kJ/mol: 138.6
Lowest unoccupied orbital energy, eV: 3.81
Kohn-Sham gap, eV: 8.66

The geometry in XYZ format:
```
19
Properties=species:S:1:pos:R:3:forces:R:3:lowdin_charge:R:1
C 1.00104 -0.01214 -0.10045 1.604 0.643 -0.593 -0.507
C -0.90082 -0.86665 1.21631 1.424 0.059 -0.370 -0.033
C -0.54422 -1.37458 -1.34175 0.628 1.732 -2.498 -0.038
C -0.81419 1.99676 0.11970 2.651 1.379 -1.461 -0.147
C -0.42646 -0.26850 -0.31226 -0.372 -0.669 3.247 -0.473
N 2.99956 0.65855 -0.15107 1.150 0.716 -1.045 -0.149
N 1.79708 0.88179 -0.65863 -0.191 1.576 -0.620 -0.015
N 1.73692 -0.80571 0.62743 -0.805 -2.865 2.167 -0.038
N 2.97267 -0.39638 0.59757 0.277 0.429 0.002 -0.134
O -1.24246 0.89797 -0.63062 0.215 -1.576 -0.704 -0.147
H -1.90699 -1.30004 1.07905 0.441 -0.053 0.279 0.047
H -0.05964 -1.59427 1.65453 -2.149 1.357 -1.436 0.091
H -0.94383 -0.05075 2.00448 -0.072 -0.739 -1.171 0.058
H 0.36946 -2.06494 -1.47217 -1.954 0.721 1.021 0.120
H -0.58688 -0.84897 -2.35452 0.247 -0.372 1.047 0.097
H -1.55753 -1.67551 -1.23631 -0.665 -1.720 -0.023 0.049
H -1.43646 2.90042 0.02132 -0.129 -0.660 -0.303 0.084
H 0.29802 2.22808 -0.17832 -2.199 0.097 0.447 0.098
H -0.75528 1.69488 1.11569 -0.101 -0.054 2.013 0.036
```
Positions in Å, forces in eV/Å.


Record 6
The following is a DFT calculation (ωB97M-V/def2-TZVPD) of a cluster of 2 separate species, C5H9N4S3 in total.

Calculated values
Charge: +1
Energy relative to the best compared isomer or geometry (same formula, charge and spin), kJ/mol: 322.6
Lowest unoccupied orbital energy, eV: -4.61
Kohn-Sham gap, eV: 7.02

The geometry in XYZ format:
```
21
Properties=species:S:1:pos:R:3:forces:R:3:lowdin_charge:R:1
C -0.11255 -2.61440 -1.20599 0.749 -1.595 0.924 -0.427
C -1.76776 0.13079 2.18181 -0.312 -0.815 -0.211 -1.052
C -0.87636 -1.19158 0.30023 -0.024 2.185 0.158 -0.183
C -0.58626 2.39657 3.29243 0.776 -1.329 -1.294 -0.239
C 0.47265 1.09349 -2.42903 -1.087 2.579 0.214 -0.358
N -0.23715 -1.51665 -1.83671 -0.383 1.082 -1.254 0.103
N -0.71231 -0.61898 -0.91038 -0.152 -1.518 1.631 -0.449
N -0.48297 -2.46154 0.12837 0.126 -0.234 -1.011 0.143
N 0.43317 -3.75223 -1.73909 -0.110 2.428 -2.057 0.160
S -3.07661 -0.50039 2.69648 0.809 0.697 -0.125 0.901
S -0.43595 1.08273 1.94482 0.066 0.633 1.122 0.910
S -0.86261 1.04757 -1.27488 -1.097 0.041 -0.043 0.906
H 0.32975 2.91446 3.39645 1.609 -0.125 -0.222 0.041
H -0.79908 1.96596 4.21922 -0.729 -0.700 1.278 0.035
H -1.19445 3.17020 2.97824 -2.029 1.097 -0.575 0.026
H 0.75951 2.15206 -2.46550 0.809 -0.349 0.644 0.060
H 0.14123 0.97380 -3.40699 -0.650 -1.060 -1.678 0.021
H 1.10166 0.35071 -2.08056 2.078 -0.805 0.180 0.011
H -0.28519 -3.11219 0.86498 -0.240 -0.146 0.170 0.157
H 0.49283 -3.66754 -2.79213 -0.015 -0.829 1.996 0.153
H 0.33895 -4.60004 -1.25757 -0.195 -1.238 0.153 0.083
```
Positions in Å, forces in eV/Å.